(1)
Below is a cluster of 7 separate species, C57H121F3N5O6S in total in a non-equilibrium geometry, with properties calculated with ωB97M-V with the def2-TZVPD basis set.

Last column: Mulliken charge in e.
Positions of all 193 atoms, in Å:
O -0.33617 0.14100 -0.76901  0.64
C 0.34743 1.26726 -0.59183  0.74
O 1.58854 1.17560 -0.74673  -0.30
O -0.20787 2.33847 -0.43640  -0.44
H 0.49768 -0.32356 -0.87146  -0.42
C 4.73883 2.11719 -3.60068  -1.45
C 5.23329 2.47529 -2.23596  0.30
C 4.40134 3.58565 -1.70143  -0.68
C 4.69645 3.93294 -0.27185  -1.00
N 3.72605 4.97599 0.39264  0.51
C 4.14489 5.22539 1.89649  -0.57
C 3.54202 4.04020 2.71379  -0.55
C 2.49159 3.35942 1.84243  1.03
C 2.32390 4.33825 0.66565  -1.10
C 3.37316 6.26276 -0.42254  -0.87
C 4.57781 7.15461 -0.69384  -0.25
C 4.35751 8.34223 -1.64302  -1.41
H 3.69825 1.81018 -3.49560  0.31
H 5.26055 1.25336 -4.01265  0.40
H 4.68464 2.96179 -4.28757  0.40
H 6.27080 2.80940 -2.23110  0.45
H 5.17673 1.61525 -1.56869  -0.34
H 3.34045 3.41915 -1.88827  0.41
H 4.66116 4.49422 -2.24466  0.37
H 5.66246 4.43211 -0.19591  0.61
H 4.80739 3.02208 0.31648  0.39
H 3.75095 6.21525 2.12691  0.31
H 5.23437 5.22995 1.86326  0.41
H 3.04125 4.51356 3.55833  0.50
H 4.22781 3.29583 3.11840  0.03
H 1.50454 3.21105 2.28036  0.79
H 2.71715 2.41146 1.35396  -1.42
H 1.43867 4.91391 0.93597  -0.12
H 1.98726 3.90773 -0.27744  0.71
H 2.60858 6.80397 0.13479  0.55
H 2.95981 5.95776 -1.38392  0.39
H 5.28728 6.49833 -1.19787  0.26
H 4.95469 7.59760 0.22803  0.35
H 3.56121 8.97915 -1.25788  0.37
H 3.85797 7.91963 -2.51478  0.36
H 5.33218 8.79995 -1.81218  0.38
C -5.63411 5.41960 -2.41351  -1.39
C -5.22338 6.01304 -1.09726  -0.60
C -4.38654 5.05697 -0.27428  -0.18
C -4.13350 5.45434 1.16151  -1.04
N -3.01443 4.64623 1.93063  0.40
C -2.91932 4.92293 3.43860  -0.61
C -2.08633 6.16368 3.56717  -0.84
C -1.27038 6.27287 2.23072  -0.67
C -1.65237 5.14930 1.35632  0.00
C -3.12135 3.08929 1.65158  -0.67
C -4.46829 2.55407 2.19106  -0.52
C -4.56979 0.99287 2.16043  -1.33
H -6.27586 4.54178 -2.33809  0.37
H -4.74602 5.10165 -2.95967  0.32
H -6.11340 6.17999 -3.03011  0.41
H -5.96948 6.59259 -0.55361  0.46
H -4.55378 6.81460 -1.40910  0.31
H -3.42235 4.94457 -0.77007  0.25
H -4.84195 4.07020 -0.35777  0.24
H -5.01734 5.41076 1.79793  0.52
H -3.77294 6.47249 1.30800  0.57
H -2.37245 4.03386 3.75257  0.24
H -3.83031 4.78988 4.02212  0.46
H -1.38309 6.19383 4.39943  0.47
H -2.77668 6.97471 3.79899  0.32
H -0.20778 6.14259 2.43566  0.37
H -1.49280 7.28065 1.88001  0.44
H -1.07638 4.25706 1.60178  -0.31
H -1.48351 5.24727 0.28395  0.50
H -2.30857 2.59425 2.18302  0.47
H -2.97637 2.91762 0.58498  0.53
H -5.25984 3.04061 1.62112  0.39
H -4.76601 2.75181 3.22079  0.24
H -3.90903 0.41587 2.80742  0.36
H -4.37572 0.59193 1.16560  0.20
H -5.60317 0.67797 2.30551  0.46
C -3.70705 -0.62405 -1.89569  -0.54
C -4.32907 -1.07897 -3.23944  -1.23
C -4.30506 -2.61764 -3.48014  0.69
C -4.68263 -2.91539 -4.95970  -1.69
N -4.82974 -4.36057 -5.39577  0.65
C -6.16374 -4.97310 -4.79093  -0.58
C -5.78494 -6.07933 -3.81208  -0.86
C -4.30638 -5.88127 -3.54281  0.20
C -3.81496 -5.31997 -4.81974  -0.99
C -4.96627 -4.44324 -6.95360  -0.90
C -3.63710 -4.33413 -7.70484  -0.09
C -3.76919 -4.21322 -9.24057  -1.46
H -3.87149 -1.33236 -1.08368  0.34
H -4.06970 0.36873 -1.62928  0.29
H -2.66034 -0.48004 -2.16354  -0.11
H -3.82615 -0.54843 -4.04795  0.56
H -5.36373 -0.74244 -3.30517  0.41
H -5.01152 -3.02908 -2.75922  0.36
H -3.30051 -3.01766 -3.34246  -0.07
H -3.95507 -2.39384 -5.58159  0.40
H -5.63841 -2.44536 -5.19129  0.44
H -6.86258 -5.21188 -5.59263  0.50
H -6.58388 -4.10779 -4.27828  0.30
H -6.06977 -7.05477 -4.20639  0.33
H -6.33272 -6.01365 -2.87202  0.40
H -3.78996 -6.79601 -3.25187  0.50
H -4.18727 -5.12227 -2.76961  -0.28
H -3.68601 -6.09556 -5.57468  0.52
H -2.87823 -4.76635 -4.75535  0.26
H -5.65280 -3.69731 -7.35407  0.44
H -5.40233 -5.40594 -7.22039  0.53
H -3.14521 -5.28964 -7.52276  0.30
H -3.01066 -3.54854 -7.28233  0.27
H -2.90827 -3.86299 -9.81001  0.37
H -4.46258 -3.43046 -9.54815  0.36
H -4.24854 -5.14123 -9.55223  0.34
C 4.44202 -0.92518 -0.15029  -1.44
C 4.67920 -0.05837 1.08462  1.02
C 4.36572 -0.69500 2.41929  0.73
C 4.76296 0.11349 3.67669  -1.05
N 4.29333 -0.46393 5.12707  0.23
C 4.81175 0.47126 6.23576  -0.72
C 6.32744 0.13836 6.48625  -0.67
C 6.46717 -1.26376 6.06670  -0.60
C 5.11127 -1.72619 5.45718  -0.80
C 2.73873 -0.66552 5.17169  -1.00
C 1.91483 0.51388 4.71085  0.46
C 0.39024 0.41769 5.05507  -1.35
H 4.67340 -0.38376 -1.06758  0.26
H 3.41162 -1.27603 -0.20754  0.02
H 4.89453 -1.91673 -0.13757  0.48
H 4.01538 0.79030 0.91971  -1.02
H 5.71475 0.28170 1.09373  0.65
H 4.84001 -1.66653 2.55806  0.28
H 3.29267 -0.82924 2.55586  -0.77
H 4.34686 1.11676 3.76824  -0.12
H 5.84363 0.25560 3.68354  0.76
H 4.18003 0.30437 7.10822  0.55
H 4.61490 1.51393 5.98642  0.36
H 6.65513 0.34542 7.50500  0.43
H 6.86325 0.83106 5.83727  0.32
H 6.60770 -1.91935 6.92610  0.36
H 7.27403 -1.40417 5.34742  0.31
H 4.53074 -2.19443 6.25206  0.52
H 5.19807 -2.54559 4.74362  0.44
H 2.61076 -0.99592 6.20250  0.64
H 2.54990 -1.50906 4.50771  0.56
H 2.04003 0.70372 3.64483  -0.38
H 2.46351 1.37838 5.08462  0.49
H 0.09133 0.58055 6.09055  0.47
H -0.03556 -0.54111 4.75928  0.31
H -0.10401 1.22591 4.51602  0.14
C 4.00760 -5.02009 -0.58596  -1.07
C 2.54755 -5.33947 -0.76552  0.07
C 1.72549 -4.87276 0.36868  0.10
C 0.26313 -5.11858 0.03789  -0.99
N -0.85176 -5.00536 1.15922  0.58
C -0.73741 -6.16495 2.13709  -0.60
C -2.17414 -6.52148 2.57157  -0.81
C -3.15086 -5.73187 1.70476  -0.90
C -2.25382 -5.30121 0.49050  -0.58
C -0.76212 -3.67087 1.98835  -1.56
C -0.92623 -2.40641 1.19266  1.39
C -0.39093 -1.18837 1.95848  -1.10
H 4.56718 -5.14979 -1.51231  0.46
H 4.51636 -5.59675 0.18651  0.41
H 4.16884 -3.96922 -0.34562  -0.13
H 2.36271 -6.39820 -0.94729  0.43
H 2.17394 -4.86075 -1.67068  0.00
H 1.80558 -3.80919 0.59342  -0.32
H 2.06501 -5.34116 1.29250  0.47
H 0.04066 -6.05808 -0.46801  0.73
H 0.00354 -4.32478 -0.66255  -0.07
H -0.11042 -5.82428 2.96106  0.43
H -0.15521 -6.95941 1.67022  0.47
H -2.30263 -6.48148 3.65322  0.35
H -2.27334 -7.59469 2.40888  0.34
H -3.69032 -4.92330 2.19803  0.33
H -3.97494 -6.33967 1.33119  0.49
H -2.47194 -4.44947 -0.15375  0.39
H -2.15395 -6.14776 -0.18884  0.53
H 0.09964 -3.70938 2.65468  0.37
H -1.57580 -3.70976 2.71257  0.64
H -1.94875 -2.39729 0.81521  0.30
H -0.31941 -2.41741 0.28726  -0.72
H -0.62883 -0.22396 1.50970  0.06
H 0.68719 -1.19276 2.11898  -0.07
H -0.93206 -1.13101 2.90293  0.61
C 0.67372 -2.05540 -3.12193  0.48
F 1.38448 -2.34076 -2.01555  -0.14
F -0.39588 -1.31885 -2.88671  -0.24
F 1.45613 -1.41046 -4.04345  -0.25
S -0.03799 -3.69862 -4.01166  0.96
O 1.09160 -4.42379 -4.64475  -0.70
O -0.74210 -4.48875 -2.98149  -0.53
O -0.85095 -3.16428 -5.11581  -0.59

Results
Total energy: -3665.9838 hartree
2S+1: 2
Frontier orbital gap (spin up / spin down): 7.31 / 2.71 eV
Total charge: +4
Max |F|: 4.74 eV/A

(2)
Below is a cluster of 2 separate species, C5H10O2 in total in a non-equilibrium geometry, with properties calculated with ωB97M-V with the def2-TZVPD basis set.

Last column: Mulliken charge in e.
Positions of all 17 atoms, in Å:
C -1.37513 -1.38845 -2.38430  -0.62
C -0.48679 -1.57016 -1.40921  -0.39
C 0.26787 -0.52162 -0.67107  -0.43
C 0.51764 -0.45204 0.63900  0.71
C 1.70540 0.22130 1.25375  -1.06
O -0.48289 -0.76891 1.53565  -0.54
H -1.40184 -2.08876 -3.20669  0.26
H -2.12624 -0.62740 -2.21185  0.27
H 0.05058 -2.51922 -1.41926  0.25
H 0.88963 0.05519 -1.34846  0.31
H 2.49019 0.34879 0.51397  0.34
H 2.12140 -0.46612 1.99353  0.30
H 1.44266 1.16574 1.72481  0.25
H -0.83360 0.04538 1.91173  0.34
O -0.89992 2.47160 1.08607  -0.58
H -1.70047 2.98244 0.91750  0.28
H -0.17849 3.11224 1.07483  0.30

Results
Total energy: -346.9018 hartree
Energy above the lowest of the compared OMol25 structures with the same formula, charge and spin: 77.59 kcal/mol
SMILES: C=C/C=C(/C)O.O
Frontier orbital gap: 8.76 eV
Max |F|: 2.09 eV/A

(3)
Below is a cluster of 3 separate species, C43H56N2O7 in total in a non-equilibrium geometry, with properties calculated with ωB97M-V with the def2-TZVPD basis set.

Last column: Mulliken charge in e.
Positions of all 108 atoms, in Å:
C 4.20179 -0.82141 0.42581  -1.18
C 3.40734 0.20940 0.65642  0.07
N 2.15498 0.42679 -0.01428  0.74
C 2.18183 1.83560 -0.47316  -0.73
C 3.33179 2.05875 -1.42724  0.21
C 3.49476 1.21652 -2.51702  -0.46
C 4.55338 1.37867 -3.39217  -0.91
C 5.48673 2.39134 -3.19345  1.10
C 6.65338 2.54784 -4.12856  -1.43
C 5.30759 3.24238 -2.11285  -0.83
C 4.25091 3.07888 -1.23484  -0.63
C 1.00629 0.22661 0.91255  -0.20
C 1.25681 -0.81281 1.98749  -1.76
O 1.70137 -2.06098 1.43326  0.00
N 2.48155 -2.74059 2.34989  -0.09
O 2.96026 -3.69302 1.87026  -0.31
C -0.39961 0.05040 0.19582  2.05
C -1.25693 1.24013 0.65924  -2.11
O -0.68179 2.45713 0.27815  0.14
C -1.50113 3.57591 0.55137  -0.74
C -1.17814 4.69563 -0.43171  -0.33
C -2.06852 4.60355 -1.66914  -1.10
C -0.30596 0.05245 -1.33813  0.56
O -1.32145 0.87685 -1.95881  -0.01
C -2.27602 0.20977 -2.67693  -0.40
C -1.97070 -0.37988 -3.89712  0.04
C -2.95612 -1.05411 -4.59766  -0.73
C -4.24326 -1.15510 -4.09576  -0.57
C -4.54994 -0.54232 -2.88641  -0.76
C -3.57023 0.14155 -2.18743  0.27
O -1.20208 -1.01513 0.71373  -0.35
C -0.98895 -2.37301 0.29541  0.07
C -1.98712 -2.86125 -0.75585  1.20
C -1.46614 -4.16167 -1.42958  -1.05
C -0.89052 -3.90991 -2.80428  -0.38
O 0.39429 -3.30545 -2.64451  -0.55
C -1.11866 -3.24770 1.54598  -0.85
C -2.45987 -3.01037 2.24149  -0.01
C -3.45499 -4.09878 2.26215  -0.65
O -2.68361 -3.75328 3.42471  -0.53
H 4.09699 -1.45404 -0.44405  0.29
H 5.01771 -1.01377 1.11152  0.30
H 3.69602 0.98087 1.37718  0.31
H 1.26745 2.07094 -1.00714  0.29
H 2.30824 2.49958 0.39179  0.59
H 2.79317 0.40535 -2.66828  0.50
H 4.67703 0.70521 -4.23128  0.28
H 6.68239 1.72671 -4.84275  0.34
H 6.62967 3.49480 -4.66703  0.31
H 7.59710 2.51620 -3.58058  0.33
H 6.03134 4.03297 -1.95241  0.38
H 4.14902 3.74474 -0.38648  0.40
H 0.94877 1.14833 1.51102  0.12
H 1.99239 -0.46017 2.70833  0.80
H 0.33531 -0.97423 2.54837  0.64
H -2.28618 1.11932 0.32040  0.12
H -1.28980 1.17337 1.75927  0.50
H -2.55953 3.31027 0.44319  0.47
H -1.37566 3.90249 1.59201  0.18
H -0.12413 4.64926 -0.69973  0.18
H -1.41130 5.63678 0.07145  0.42
H -3.11346 4.46452 -1.38576  0.30
H -1.79687 3.74823 -2.29097  0.12
H -2.01360 5.49728 -2.29053  0.40
H -0.40153 -0.95183 -1.74807  -0.74
H 0.64567 0.41907 -1.69128  0.02
H -0.96533 -0.30966 -4.29210  0.50
H -2.72161 -1.50679 -5.55244  0.44
H -5.01108 -1.69742 -4.62941  0.41
H -5.55391 -0.60799 -2.48909  0.43
H -3.81127 0.62788 -1.25155  0.35
H 0.01089 -2.48157 -0.12687  0.67
H -2.14310 -2.14082 -1.55384  -1.21
H -2.95865 -3.07798 -0.31283  0.66
H -2.30224 -4.85168 -1.54662  0.40
H -0.69221 -4.61918 -0.81222  0.40
H -1.54570 -3.24719 -3.37621  0.02
H -0.80278 -4.84361 -3.37032  0.52
H 0.69034 -2.96281 -3.49209  0.29
H -1.07710 -4.30580 1.29974  0.46
H -0.38123 -2.96534 2.29396  -0.08
H -2.84714 -1.99400 2.19575  0.49
H -3.15185 -5.04248 1.82162  0.27
H -4.50758 -3.86258 2.35787  0.31
C -3.51704 7.53582 2.93345  -0.44
C -4.03159 6.83867 1.84928  -0.28
C -4.50328 7.52632 0.73978  -0.37
C -4.46415 8.91345 0.71629  -0.41
C -3.95648 9.61154 1.80321  -0.38
C -3.48199 8.92314 2.91113  -0.36
H -3.14370 6.99829 3.79559  0.37
H -4.06403 5.75624 1.86814  0.41
H -4.90115 6.98124 -0.10670  0.37
H -4.82993 9.45060 -0.14919  0.36
H -3.92999 10.69340 1.78665  0.36
H -3.08442 9.46798 3.75757  0.36
C 1.78841 -7.94687 5.04469  -0.36
C 2.71072 -8.96553 4.84947  -0.42
C 3.83156 -8.74452 4.06104  -0.33
C 4.02823 -7.50586 3.46620  -0.57
C 3.10390 -6.48730 3.65563  -0.05
C 1.98442 -6.70963 4.44651  -0.43
H 0.91644 -8.11727 5.66315  0.37
H 2.55598 -9.93205 5.31183  0.35
H 4.55197 -9.53840 3.91026  0.36
H 4.90338 -7.33324 2.85274  0.37
H 3.25240 -5.52218 3.18858  0.36
H 1.26242 -5.91652 4.59635  0.38

Results
Total energy: -2308.0664 hartree
SMILES: C=CN(Cc1ccc(C)cc1)[C@H](CON=O)[C@@](COCCC)(COc1ccccc1)O[C@H](CCCO)C[C@H]1CO1.c1ccccc1.c1ccccc1
Frontier orbital gap: 9.20 eV
Max |F|: 1.37 eV/A